Entry 1:
Entry from the OMol25 dataset: the molecule C4H7NO2 (wB97M-V/def2-TZVPD).

The calculation puts the LUMO energy at 0.93 eV. As for the relative energy (zero: lowest compared OMol25 entry of this formula, charge and spin): 88.0 kcal/mol. The calculation puts the largest force on an atom at 0.010 Eh/bohr. Its structure (SMILES) is C/C(=N\O)[C@H]1CO1. Its spin multiplicity is 1. For the HOMO energy, the calculation gives -9.864 eV. Its net charge is 0. For the molar mass, the calculation gives 101.10 u.

Structure (XYZ):
```
14
Properties=species:S:1:pos:R:3:forces:R:3
C 0.4887 1.2524 1.2651 0.0 0.0 0.0
C 0.1832 0.2766 0.1663 0.2 -0.1 -0.3
N 1.0487 -0.2490 -0.6151 -0.4 0.1 0.2
O 2.3466 0.1366 -0.3815 0.4 0.0 0.0
C -1.1868 -0.1108 -0.2998 0.1 0.2 -0.2
C -1.3125 -1.4498 -0.8513 0.0 -0.2 -0.2
O -1.9875 -1.0852 0.3541 0.0 0.0 0.2
H 0.8310 2.2042 0.8412 -0.1 -0.1 0.0
H -0.3826 1.4435 1.8970 0.1 -0.1 -0.2
H 1.3053 0.8724 1.8872 -0.1 0.0 -0.1
H 2.8062 -0.3878 -1.0515 0.1 0.3 0.3
H -1.7751 0.6993 -0.7359 0.1 -0.1 0.1
H -1.8718 -1.5973 -1.7710 -0.4 -0.1 0.3
H -0.4913 -2.1421 -0.6878 -0.1 0.1 -0.2
```
Positions in Å, forces in eV/Å.

=====

Entry 2:
Entry from the OMol25 dataset: the molecule C19H19N3O (wB97M-V/def2-TZVPD).

The calculation puts the LUMO energy at 0.75 eV. As for the relative energy (zero: lowest compared OMol25 entry of this formula, charge and spin): 25.2 kcal/mol. The calculation puts the largest force on an atom at 0.013 Eh/bohr. Its structure (SMILES) is O=C(c1c[nH]c2ccccc12)N1CCN(c2ccccc2)CC1. Its spin multiplicity is 1. For the HOMO energy, the calculation gives -7.688 eV. Its net charge is 0. For the molar mass, the calculation gives 305.38 u.

Structure (XYZ):
```
42
Properties=species:S:1:pos:R:3:forces:R:3
O -0.6014 2.9468 2.0294 0.1 0.2 0.2
C -0.4507 2.4176 0.9423 0.0 0.2 0.0
C 0.8130 2.5337 0.1764 0.3 0.3 0.0
C 1.3796 3.6813 -0.2983 -0.4 -0.1 0.1
N 2.5806 3.4035 -0.8873 0.2 0.3 -0.1
C 2.8339 2.0657 -0.7764 -0.2 -0.6 0.2
C 3.9209 1.3110 -1.1990 0.1 0.0 0.0
C 3.9015 -0.0413 -0.9318 0.1 0.1 -0.1
C 2.8339 -0.6333 -0.2510 -0.1 -0.2 0.1
C 1.7539 0.1078 0.1717 0.1 0.1 0.0
C 1.7381 1.4755 -0.1028 0.3 0.2 -0.2
N -1.4265 1.6703 0.3660 -0.2 -0.2 0.1
C -2.6404 1.3864 1.0959 -0.1 0.0 0.3
C -2.7743 -0.1334 1.2882 -0.2 0.1 0.1
N -2.3324 -0.8403 0.0974 0.0 0.1 0.0
C -1.4758 -1.9203 0.2120 0.0 -0.3 0.0
C -1.5820 -2.7718 1.3192 0.0 0.1 0.1
C -0.7593 -3.8718 1.4530 0.1 0.0 0.0
C 0.1839 -4.1717 0.4847 0.1 -0.1 0.0
C 0.2852 -3.3513 -0.6245 0.0 -0.1 0.0
C -0.5251 -2.2408 -0.7628 -0.1 0.1 -0.1
C -2.3737 -0.0243 -1.0872 0.1 0.1 -0.1
C -1.3842 1.1495 -0.9856 0.0 -0.1 -0.4
H 0.9940 4.6820 -0.2701 0.0 0.2 0.0
H 3.1935 4.0815 -1.3071 -0.1 -0.1 0.1
H 4.7523 1.7708 -1.7130 0.1 0.0 -0.1
H 4.7310 -0.6570 -1.2467 0.1 0.0 0.0
H 2.8589 -1.6940 -0.0511 0.0 -0.1 0.0
H 0.9409 -0.3585 0.7076 -0.1 -0.1 0.0
H -2.5651 1.8861 2.0632 -0.1 -0.1 -0.2
H -3.5025 1.7956 0.5579 0.0 0.0 0.1
H -3.8196 -0.3817 1.5189 0.1 0.0 0.1
H -2.1509 -0.4347 2.1333 -0.1 0.0 -0.1
H -2.3300 -2.5821 2.0734 -0.1 0.0 0.0
H -0.8637 -4.5070 2.3209 0.0 0.0 0.1
H 0.8254 -5.0330 0.5916 0.0 -0.1 0.0
H 1.0131 -3.5677 -1.3935 0.1 0.0 -0.1
H -0.3913 -1.6177 -1.6332 0.0 0.1 0.0
H -3.3957 0.3555 -1.1932 0.1 0.0 -0.1
H -2.1596 -0.6286 -1.9679 -0.1 0.1 0.0
H -0.3735 0.8075 -1.2140 -0.1 0.0 -0.1
H -1.6560 1.9339 -1.7066 0.0 -0.1 0.0
```
Positions in Å, forces in eV/Å.

=====

Entry 3:
Entry from the OMol25 dataset: a structure of composition C4H7NO at a distorted geometry (wB97M-V/def2-TZVPD).

The calculation puts the LUMO energy at 0.92 eV. As for the relative energy (zero: lowest compared OMol25 entry of this formula, charge and spin): 83.6 kcal/mol. The calculation puts the largest force on an atom at 0.051 Eh/bohr. Its spin multiplicity is 1. For the HOMO energy, the calculation gives -9.372 eV. Its net charge is 0. For the molar mass, the calculation gives 85.11 u.

Structure (XYZ):
```
13
Properties=species:S:1:pos:R:3:forces:R:3
O 1.7202 0.0621 0.9526 0.1 0.3 0.0
C 1.1237 0.2810 -0.3052 -1.3 1.2 -0.2
C 0.2354 -0.8183 -0.6599 -1.6 0.3 0.8
C -1.4947 -0.5329 0.3408 1.4 -0.5 -0.9
C -1.4865 0.8733 0.3230 0.4 0.9 -0.2
N -0.9202 1.8886 0.1656 -1.9 -0.1 0.6
H 1.9961 0.9230 1.2866 0.0 -0.1 0.1
H 1.7989 0.6936 -1.0650 0.1 -0.7 -0.1
H 0.3089 1.2289 -0.2586 2.2 -1.5 -0.2
H 0.3729 -1.7874 -0.1961 0.4 0.0 -0.2
H 0.0047 -0.8482 -1.7316 -0.3 -0.1 0.5
H -1.3703 -0.9245 1.3608 0.1 0.0 -0.5
H -2.2891 -1.0392 -0.2131 0.3 0.2 0.1
```
Positions in Å, forces in eV/Å.

=====

Entry 4:
Entry from the OMol25 dataset: the ion C5H6NO with charge +1 at a distorted geometry (wB97M-V/def2-TZVPD).

The calculation puts the LUMO energy at -7.29 eV. As for the relative energy (zero: lowest compared OMol25 entry of this formula, charge and spin): 201.2 kcal/mol. The calculation puts the largest force on an atom at 0.054 Eh/bohr. Its spin multiplicity is 1. For the HOMO energy, the calculation gives -14.682 eV. Its net charge is +1. For the molar mass, the calculation gives 96.11 u.

Structure (XYZ):
```
13
Properties=species:S:1:pos:R:3:forces:R:3
C 3.1208 -0.4180 0.0284 0.0 0.7 -0.3
C 2.1758 -1.4414 0.3704 1.1 0.2 0.0
C 1.0861 -0.7187 0.3739 -0.6 -0.5 -1.0
C -0.8934 0.9580 -0.3889 1.3 0.7 -1.9
C -0.1229 -0.0123 0.5280 -0.5 0.8 2.3
N 3.9009 0.3755 -0.5298 1.4 -1.7 -0.3
O 2.5887 0.8697 -0.0018 -2.1 1.6 0.7
H 2.5023 -2.4547 0.5633 -0.8 -0.3 -0.1
H -0.1511 1.6876 -0.8599 -1.0 -0.9 0.8
H -1.6086 1.5119 0.2281 0.3 -0.3 -0.1
H -1.4145 0.4898 -1.2361 0.1 -0.1 0.5
H -0.9178 -0.7602 0.9795 1.7 1.0 -0.2
H 0.2923 0.7081 1.3532 -1.0 -1.2 -0.4
```
Positions in Å, forces in eV/Å.

=====

Entry 5:
Entry from the OMol25 dataset: a structure of composition C39H49BClLaN10O5Te at a distorted geometry (wB97M-V/def2-TZVPD).

The calculation puts the LUMO energy at 4.04 eV. As for the relative energy (zero: lowest compared OMol25 entry of this formula, charge and spin): 0.0 kcal/mol. The calculation puts the largest force on an atom at 0.033 Eh/bohr. Its spin multiplicity is 1. For the HOMO energy, the calculation gives -1.126 eV. Its net charge is -2. For the molar mass, the calculation gives 1050.66 u.

Structure (XYZ):
```
107
Properties=species:S:1:pos:R:3:forces:R:3
La 0.9067 0.7800 -0.1729 -1.2 0.2 -0.2
C 0.8034 -0.3357 -5.4212 -0.7 0.0 -0.1
C -0.4600 -0.7045 -4.6368 -0.4 -0.2 -0.4
C -1.5092 -1.3072 -5.6038 -0.1 0.8 -0.1
C -0.2448 -1.6970 -3.5153 -0.1 0.9 -0.1
C 0.7342 -2.6902 -3.4209 0.2 -0.3 -0.1
C 0.4351 -3.3244 -2.2308 0.4 -0.6 0.5
N -0.6356 -2.7242 -1.6761 0.0 0.1 -0.3
N -1.0847 -1.7105 -2.4678 0.8 -0.4 -0.1
B -1.2860 -3.2439 -0.3755 -0.2 -0.3 -0.4
N -0.2342 -3.2542 0.7316 1.2 0.3 1.2
C -0.1106 -4.2826 1.5980 -0.7 -0.5 -0.2
C 0.9640 -4.0564 2.4104 0.1 -0.5 0.4
C 1.4862 -2.8371 1.9720 -0.5 0.2 -0.1
N 0.7588 -2.3366 0.9931 -0.5 -0.2 -0.8
C 2.6739 -2.1861 2.5824 0.5 -0.1 0.6
C 2.9650 -0.8040 2.0671 0.9 0.1 -0.8
C 3.9140 -3.0777 2.3849 0.0 0.1 -0.1
N -2.6335 -2.6161 0.0479 0.0 -0.1 -0.2
C -3.7593 -3.3547 0.1697 0.2 -0.6 -0.5
C -4.7483 -2.5605 0.6911 -0.4 -0.1 0.5
C -4.0946 -1.3258 0.9161 -0.3 0.2 -0.3
N -2.8421 -1.3627 0.5008 0.1 -0.1 -0.1
C -4.6805 -0.1328 1.6121 -0.2 -0.8 0.2
C -6.1229 0.1439 1.1482 0.3 -0.5 0.8
C -3.8466 1.1168 1.5529 -0.3 0.6 -0.1
H 0.5807 0.3694 -6.2321 -0.1 -0.1 0.2
H 1.2260 -1.2120 -5.8792 0.3 -0.6 -0.2
H 1.5436 0.1188 -4.7937 0.4 0.3 0.5
H -0.8621 0.2386 -4.2456 0.0 -0.2 0.3
H -1.0805 -2.1478 -6.1558 0.0 0.1 -0.1
H -1.8477 -0.5121 -6.3073 0.2 -0.6 0.1
H -2.3833 -1.6837 -5.0624 0.1 0.0 0.0
H 1.5702 -2.8980 -4.0945 -0.4 0.1 0.4
H 0.9511 -4.1651 -1.7238 -0.5 0.9 -0.4
H -1.5616 -4.4255 -0.5387 0.0 0.1 0.0
H -0.8381 -5.0964 1.5523 0.4 0.3 0.1
H 1.3506 -4.6357 3.2345 -0.1 -0.2 -0.1
H 2.4656 -2.1076 3.6580 0.0 0.0 0.0
H 3.2393 -0.8617 1.0105 -0.3 0.0 0.1
H 3.8531 -0.3677 2.5261 0.0 0.0 0.4
H 2.1722 -0.0945 2.2045 -0.5 0.1 0.1
H 4.0945 -3.1497 1.3044 0.1 -0.2 0.2
H 3.7774 -4.0839 2.8000 0.0 0.2 -0.1
H 4.8000 -2.6353 2.8578 -0.1 0.0 0.0
H -3.7537 -4.3960 -0.1665 -0.1 0.5 0.2
H -5.7652 -2.8513 0.9751 0.5 0.2 -0.2
H -4.6893 -0.4374 2.6622 -0.3 0.1 0.2
H -6.0878 0.5408 0.1453 -0.2 0.1 -0.4
H -6.5521 0.8751 1.8211 -0.2 0.4 0.0
H -6.7798 -0.7388 1.2117 0.4 0.2 -0.3
H -3.7140 1.4411 0.5186 -0.1 0.2 0.0
H -2.8421 0.9938 1.9538 -0.1 -0.1 0.1
H -4.4248 1.8808 2.1164 0.6 -0.1 -0.3
Cl -0.5032 -1.4183 7.3067 0.1 0.4 -0.3
C -0.4828 -0.8635 5.6239 -0.6 -1.2 -0.3
C -1.1806 -1.6466 4.6776 0.0 0.0 0.7
C -1.1816 -1.3037 3.3570 0.0 0.0 0.6
C -0.4713 -0.1886 2.8782 0.6 0.6 -0.5
O -0.4486 0.1221 1.6365 -0.3 -0.1 0.0
C 0.2697 0.5600 3.8202 0.0 0.1 0.5
C 1.0188 1.7373 3.3962 -0.5 -0.6 0.9
N 1.2720 2.0484 2.1928 0.7 0.3 -0.6
C 1.9697 3.2528 1.9327 -0.5 -0.1 -0.2
C 2.9727 3.7450 2.7376 0.5 0.5 0.3
C 3.5660 4.9722 2.4631 0.0 0.8 -0.3
C 3.0965 5.7224 1.3500 0.4 -0.6 0.9
C 2.1025 5.2345 0.5331 0.6 -0.1 -0.3
C 1.6729 5.9644 -0.6563 -0.5 -0.2 0.4
C 0.7945 5.4006 -1.4877 0.4 0.0 0.3
C 0.3484 4.0035 -1.3312 0.0 0.4 -0.1
N 0.6750 3.3596 -0.0969 0.5 -0.4 0.8
C 1.5534 3.9371 0.7637 -0.6 0.1 -1.2
C 0.2280 0.2001 5.1914 0.9 1.3 -0.2
H -1.6891 -2.5357 5.0403 0.0 0.1 -0.2
H -1.6831 -1.8783 2.6293 -0.6 -0.7 -0.6
H 1.3353 2.3839 4.2186 0.1 0.2 0.0
H 3.3152 3.1450 3.5754 0.0 0.1 0.0
H 4.3414 5.3861 3.1153 -0.2 -0.3 -0.3
H 3.5443 6.6778 1.0913 0.0 0.0 0.2
H 2.0306 6.9799 -0.7646 0.0 0.1 -0.2
H 0.4150 5.9057 -2.3549 -0.1 0.3 -0.3
H -0.7046 3.9377 -1.5503 -0.4 -0.1 0.2
H 0.8237 0.8002 5.8810 -0.2 -0.1 0.0
N 3.4837 1.5958 -0.4411 0.2 0.8 -1.0
C 4.2087 1.0306 -1.6308 -0.1 0.3 0.8
C 4.5912 -0.4068 -1.4110 0.1 -0.6 0.3
C 3.4185 -1.3888 -1.3380 -1.0 -0.5 0.4
O 3.6156 -2.5984 -1.4514 0.4 0.4 -0.1
O 2.2555 -0.8796 -1.0894 0.8 0.0 -0.7
H 3.2614 2.5807 -0.6879 0.1 -0.6 0.2
H 4.1286 1.6511 0.3401 0.0 0.0 0.1
H 5.1295 1.5935 -1.8140 -0.1 0.2 -0.1
H 3.5600 1.1451 -2.4937 -0.1 0.1 0.0
H 5.1617 -0.5046 -0.4567 -0.2 -0.1 -0.6
H 5.2300 -0.7610 -2.2288 0.1 0.1 0.2
N -4.0586 0.6616 -3.8496 -0.4 -0.3 0.5
C -3.4338 0.4751 -2.5123 0.5 0.3 -0.6
C -2.5970 1.7029 -2.1584 -0.9 0.7 -0.1
O -3.0851 2.8748 -2.6891 0.3 -1.6 0.2
O -1.6764 1.6748 -1.4012 0.6 0.0 0.5
H -4.9737 0.1939 -3.8909 0.7 0.2 0.0
H -3.4479 0.2250 -4.5372 -0.3 0.1 0.0
H -3.7109 2.4765 -3.3368 -0.1 0.6 -0.2
H -2.7650 -0.3855 -2.4583 -0.1 -0.1 0.1
H -4.1851 0.3988 -1.7317 -0.2 -0.1 0.1
Te 1.0980 2.9287 -3.1127 0.4 -0.6 -0.1
```
Positions in Å, forces in eV/Å.